[1]
This record from the Open Molecules 2025 dataset describes an isolated molecule of C12H14ClN3O2S. The level of theory is wB97M-V/def2-TZVPD.

The geometry in ORCA input format:
```
! wB97M-V def2-TZVPD RIJCOSX def2/J DEFGRID3
* xyz 0 1
C -1.16 3.72 3.06
C -0.73 3.64 1.82
C -1.18 2.60 0.84
N -0.06 1.86 0.28
C 0.53 2.24 -0.86
S 0.03 3.45 -1.85
N 1.68 1.56 -1.22
N 1.95 0.22 -0.93
C 2.13 -0.30 0.30
O 2.08 0.33 1.34
C 2.41 -1.80 0.26
O 1.78 -2.46 -0.81
C 0.41 -2.56 -0.81
C -0.42 -1.99 0.14
C -1.79 -2.15 0.03
C -2.35 -2.87 -1.01
C -1.50 -3.44 -1.95
C -0.13 -3.30 -1.86
H 0.53 -3.74 -2.58
Cl -2.17 -4.36 -3.25
H -3.42 -2.99 -1.10
H -2.44 -1.69 0.76
H -0.03 -1.41 0.97
H 2.12 -2.23 1.23
H 3.48 -1.96 0.12
H 1.92 -0.43 -1.71
H 2.07 1.88 -2.10
H 0.51 1.36 0.96
H -1.86 1.89 1.32
H -1.70 3.08 0.00
H 0.00 4.33 1.43
H -0.81 4.49 3.73
H -1.89 3.04 3.46
*
```

## Properties
- structure (SMILES) = C=CCNC(=S)NNC(=O)COc1cccc(Cl)c1
- maximum force (eV Å⁻¹) = 0.7
- relative energy (zero: lowest compared OMol25 entry of this formula, charge and spin) (eV) = 0.8597
- HOMO energy (eV) = -8.362

Here are the Mulliken charges for atoms 1 to 8, given in e: C -0.7720; C 0.1374; C -1.0197; N 0.0056; C 0.2971; S -0.4269; N -0.5816; N 0.1195

***

[2]
This record from the Open Molecules 2025 dataset describes a structure of composition C2H2P2S. The level of theory is wB97M-V/def2-TZVPD.

The geometry in ORCA input format:
```
! wB97M-V def2-TZVPD RIJCOSX def2/J DEFGRID3
* xyz 0 1
C -0.45 1.16 -0.38
C 0.79 -0.86 0.46
P -1.73 0.03 -0.56
P 1.16 0.81 0.22
S -0.75 -1.57 0.19
H -0.86 2.17 -0.64
H 1.84 -1.75 0.70
*
```

## Properties
- maximum force (eV Å⁻¹) = 4.8
- relative energy (zero: lowest compared OMol25 entry of this formula, charge and spin) (eV) = 0.7832
- HOMO energy (eV) = -8.937

Mulliken charges in e: C -0.2708; C -0.1386; P 0.0220; P -0.0542; S -0.0811; H 0.2972; H 0.2255

***

[3]
This record from the Open Molecules 2025 dataset describes an isolated molecule of C4H6N2S2. The level of theory is wB97M-V/def2-TZVPD.

The geometry in ORCA input format:
```
! wB97M-V def2-TZVPD RIJCOSX def2/J DEFGRID3
* xyz 0 1
C 0.65 -0.50 -0.42
C -1.06 0.91 -0.08
C -1.29 0.74 1.41
C -1.61 -0.38 0.49
H 3.08 0.23 -2.54
H 2.19 -2.00 -0.33
H -1.67 1.60 -0.63
H -0.39 0.57 1.98
H -2.08 1.23 1.94
H -2.61 -0.63 0.31
N 1.88 -0.89 -0.71
N 0.22 0.70 -0.61
S 3.15 0.13 -1.09
S -0.45 -1.71 0.27
*
```

## Properties
- structure (SMILES) = SNC1=N[C@@H]2C[C@@H]2S1
- maximum force (eV Å⁻¹) = 6.6
- relative energy (zero: lowest compared OMol25 entry of this formula, charge and spin) (eV) = 2.5324
- HOMO energy (eV) = -8.540

Here are the Mulliken charges for atoms 1 to 8, given in e: C 0.6033; C -0.2212; C -0.6782; C -0.1307; H 0.1467; H 0.3148; H 0.4009; H 0.2311

***

Question: Which formula does entry 3 have?
Answer: C4H6N2S2